(one)
Formula: C5H14O3
Source: the Open Molecules 2025 dataset
Level of theory: ωB97M-V/def2-TZVPD

```
22
C5H14O3 | the Open Molecules 2025 dataset | ωB97M-V/def2-TZVPD
C -0.60 0.99 1.85
C -0.29 -0.11 1.19
C 0.57 -0.16 -0.01
C 1.56 0.72 -0.21
C 0.29 -1.27 -0.98
H -0.26 1.98 1.54
H -1.23 0.98 2.73
H -0.73 -1.06 1.50
H 2.19 0.64 -1.08
H 1.79 1.48 0.53
H -0.73 -1.23 -1.36
H 0.40 -2.23 -0.47
H 0.97 -1.25 -1.83
O -1.13 2.05 -1.61
H -0.92 2.07 -2.55
H -0.34 1.66 -1.19
O 2.31 -2.26 1.67
H 3.11 -2.39 2.19
H 2.36 -1.35 1.34
O -2.97 -0.12 -1.07
H -3.89 0.14 -0.98
H -2.47 0.71 -1.18
```

Output
SMILES string = C=CC(=C)C.O.O.O
Frontier orbital gap = 9.87 eV
M = 122.2 g mol⁻¹

Atomic partial charges in e from the natural (NBO) method, atoms 1 to 6: -0.354 -0.229 -0.009 -0.465 -0.661 0.189



(two)
Formula: C5H14O3
Source: the Open Molecules 2025 dataset
Level of theory: ωB97M-V/def2-TZVPD

```
22
C5H14O3 | the Open Molecules 2025 dataset | ωB97M-V/def2-TZVPD
C 1.11 -1.28 -1.18
C 0.94 -0.47 -0.14
C -0.35 0.05 0.29
C -0.68 -0.05 1.56
C -1.04 0.94 -0.68
H 0.33 -1.38 -1.88
H 2.01 -1.63 -1.65
H 1.79 -0.39 0.48
H -1.54 0.26 2.04
H -0.01 -0.58 2.23
H -0.77 1.90 -0.48
H -2.12 0.91 -0.66
H -0.79 0.72 -1.79
O -1.63 -3.39 1.16
H -2.49 -2.98 0.80
H -0.94 -2.75 0.94
O -0.49 2.64 3.42
H 0.48 2.46 3.58
H -0.51 3.57 3.04
O 2.24 1.09 -4.36
H 1.44 0.58 -4.19
H 2.41 1.40 -3.39
```

Output
SMILES string = C=CC(=C)C.O.O.O
Frontier orbital gap = 9.71 eV
M = 122.2 g mol⁻¹

Atomic partial charges in e from the natural (NBO) method, atoms 1 to 6: -0.379 -0.206 -0.065 -0.353 -0.630 0.173



It turns out (one) is the most stable, with the second structure 32.5 kcal/mol higher.



(one)
Formula: C20H26N2O5S
Source: the Open Molecules 2025 dataset
Level of theory: ωB97M-V/def2-TZVPD

```
54
C20H26N2O5S | the Open Molecules 2025 dataset | ωB97M-V/def2-TZVPD
C -1.61 -4.43 3.24
O -1.63 -4.14 1.83
C -0.88 -3.08 1.49
O -0.36 -2.36 2.34
C -0.75 -2.94 -0.01
C -2.12 -2.99 -0.71
C -2.14 -1.89 -1.76
C -0.83 -1.12 -1.65
N -0.12 -1.70 -0.49
C 1.20 -1.47 -0.37
C 1.77 -1.22 1.00
C 3.32 -1.22 1.16
C 4.08 -1.09 -0.15
C 3.49 -1.99 -1.22
C 2.08 -1.47 -1.56
H -2.17 -5.35 3.33
H -0.58 -4.56 3.59
H -2.09 -3.62 3.80
H -0.13 -3.80 -0.31
H -2.19 -4.00 -1.14
H -2.93 -2.87 0.02
H -2.23 -2.33 -2.75
H -2.99 -1.21 -1.61
H -0.26 -1.23 -2.58
H -0.97 -0.04 -1.51
H 1.43 -2.05 1.62
H 3.61 -0.45 1.89
H 3.58 -2.19 1.62
H 4.02 -0.04 -0.48
H 5.14 -1.34 0.03
H 4.10 -2.01 -2.13
H 3.41 -3.03 -0.87
H 1.63 -2.08 -2.37
H 2.15 -0.44 -1.94
C -3.30 6.10 -1.08
C -2.21 5.12 -0.73
C -1.12 4.89 -1.59
C -0.14 3.93 -1.29
C -0.19 3.26 -0.07
S 1.22 2.38 0.62
N 0.71 0.86 0.66
C 1.20 0.01 1.61
O 1.22 0.18 2.82
O 2.32 2.55 -0.31
O 1.31 2.99 1.92
C -1.29 3.42 0.77
C -2.25 4.39 0.47
H -4.02 6.15 -0.26
H -2.90 7.11 -1.25
H -3.84 5.81 -1.98
H -1.03 5.48 -2.50
H 0.67 3.71 -1.98
H -1.36 2.80 1.66
H -3.04 4.60 1.19
```

Output
Frontier orbital gap = 6.59 eV
M = 406.5 g mol⁻¹

Atomic partial charges in e from the natural (NBO) method, atoms 1 to 6: -0.261 -0.508 0.783 -0.564 -0.125 -0.399



(two)
Formula: C20H26N2O5S
Source: the Open Molecules 2025 dataset
Level of theory: ωB97M-V/def2-TZVPD

```
54
C20H26N2O5S | the Open Molecules 2025 dataset | ωB97M-V/def2-TZVPD
C 2.17 2.27 -2.82
C 3.03 1.78 -3.99
O 4.24 1.66 -3.80
C 2.48 1.53 -5.41
O 3.22 0.45 -6.04
C 0.97 1.21 -5.41
O 0.80 -0.07 -4.81
C 0.35 1.15 -6.80
C -0.95 0.76 -7.03
C -1.31 0.79 -8.44
C -0.28 1.19 -9.24
S 1.17 1.56 -8.31
H 2.80 2.50 -1.96
H 1.45 1.49 -2.53
H 1.62 3.17 -3.11
H 2.64 2.45 -5.98
H 4.17 0.56 -5.86
H 0.42 1.97 -4.85
H 1.35 -0.69 -5.32
H -1.63 0.45 -6.24
H -2.30 0.51 -8.81
H -0.33 1.29 -10.32
C -0.90 -1.55 7.41
N -1.16 -2.81 6.71
C -1.19 -3.11 5.40
O -1.35 -4.29 5.10
C -0.99 -2.10 4.25
C 0.01 -0.95 4.48
C 0.53 -0.24 3.24
C 1.00 -0.97 2.13
C 1.54 -0.30 1.02
C 1.64 1.10 1.02
C 1.18 1.83 2.12
C 0.62 1.16 3.23
N -2.22 -1.62 3.60
C -3.24 -0.99 4.20
C -4.42 -0.65 3.32
O -3.25 -0.67 5.38
H -1.09 -1.69 8.48
H 0.13 -1.25 7.28
H -1.57 -0.77 7.05
H -1.35 -3.61 7.29
H -0.51 -2.73 3.50
H 0.88 -1.35 5.01
H -0.46 -0.21 5.13
H 0.98 -2.05 2.13
H 1.91 -0.87 0.17
H 2.07 1.61 0.17
H 1.25 2.91 2.13
H 0.28 1.74 4.08
H -2.33 -1.82 2.62
H -4.09 0.00 2.51
H -5.16 -0.14 3.93
H -4.84 -1.57 2.93
```

Output
SMILES string = CC(=O)[C@@H](O)[C@H](O)c1cccs1.CNC(=O)[C@H](Cc1ccccc1)NC(C)=O
Frontier orbital gap = 9.48 eV
M = 406.5 g mol⁻¹

Atomic partial charges in e from the natural (NBO) method, atoms 1 to 6: -0.728 0.586 -0.549 -0.019 -0.731 0.048



It turns out (two) is the most stable, with the second structure 64.0 kcal/mol higher.



(one)
Formula: C19H23ClN2O3S
Source: the Open Molecules 2025 dataset
Level of theory: ωB97M-V/def2-TZVPD

```
49
C19H23ClN2O3S | the Open Molecules 2025 dataset | ωB97M-V/def2-TZVPD
C -2.14 -2.18 3.37
C -2.72 -1.17 4.35
O -3.18 0.02 3.75
C -2.17 0.87 3.27
C -2.79 2.22 2.94
C -1.76 3.19 2.35
N -1.28 2.74 1.07
C -0.10 2.10 0.94
O 0.75 2.02 1.80
C 0.06 1.47 -0.48
N -0.74 0.25 -0.51
C -2.06 0.25 -0.73
O -2.72 1.26 -0.86
C -2.69 -1.15 -0.79
C -1.74 -2.21 -1.19
C -1.12 -3.14 -0.41
C -0.23 -3.97 -1.13
C -0.18 -3.65 -2.45
S -1.21 -2.34 -2.85
C 1.49 1.17 -0.80
C 2.19 0.25 -0.03
C 3.52 -0.04 -0.31
C 4.14 0.60 -1.37
Cl 5.79 0.24 -1.73
C 3.45 1.52 -2.14
C 2.13 1.80 -1.85
H -1.23 -1.80 2.91
H -1.90 -3.11 3.89
H -2.87 -2.40 2.59
H -1.96 -0.93 5.12
H -3.60 -1.59 4.85
H -1.70 0.44 2.36
H -1.38 0.99 4.02
H -3.60 2.07 2.22
H -3.22 2.65 3.85
H -0.90 3.28 3.02
H -2.22 4.18 2.22
H -1.97 2.60 0.34
H -0.37 2.17 -1.21
H -0.25 -0.62 -0.39
H -3.09 -1.36 0.21
H -3.54 -1.09 -1.48
H -1.30 -3.24 0.64
H 0.34 -4.76 -0.68
H 0.41 -4.11 -3.22
H 1.72 -0.23 0.82
H 4.07 -0.74 0.30
H 3.95 2.01 -2.96
H 1.60 2.52 -2.45
```

Output
SMILES string = CCOCCCNC(=O)[C@H](NC(=O)Cc1cccs1)c1ccc(Cl)cc1
Frontier orbital gap = 9.70 eV
M = 394.9 g mol⁻¹

Atomic partial charges in e from the natural (NBO) method, atoms 1 to 6: -0.645 -0.054 -0.538 -0.061 -0.419 -0.226



(two)
Formula: C19H23ClN2O3S
Source: the Open Molecules 2025 dataset
Level of theory: ωB97M-V/def2-TZVPD

```
49
C19H23ClN2O3S | the Open Molecules 2025 dataset | ωB97M-V/def2-TZVPD
O 1.84 0.81 1.81
S 2.40 -0.33 1.14
O 2.44 -1.59 1.83
N 1.64 -0.55 -0.34
C 0.51 0.31 -0.62
C -0.74 -0.10 0.19
C -1.01 -1.56 -0.11
C -1.65 -1.92 -1.29
C -1.85 -3.25 -1.60
C -1.41 -4.24 -0.74
C -0.77 -3.89 0.43
C -0.57 -2.56 0.75
N -1.92 0.68 -0.16
C -1.73 2.12 -0.12
C -2.98 2.84 -0.61
C -4.19 2.48 0.25
O -5.32 3.12 -0.29
C -4.33 0.95 0.25
C -3.02 0.32 0.72
C 4.05 0.08 0.59
C 4.40 1.41 0.42
C 5.66 1.73 -0.04
C 6.55 0.71 -0.34
Cl 8.13 1.10 -0.92
C 6.20 -0.63 -0.16
C 4.94 -0.94 0.30
H 1.43 -1.53 -0.47
H 0.84 1.31 -0.33
H 0.30 0.28 -1.69
H -0.48 0.01 1.26
H -1.99 -1.14 -1.95
H -2.36 -3.52 -2.52
H -1.57 -5.28 -0.98
H -0.42 -4.66 1.11
H -0.05 -2.29 1.66
H -0.91 2.39 -0.79
H -1.47 2.46 0.90
H -2.83 3.92 -0.58
H -3.20 2.55 -1.63
H -4.02 2.83 1.28
H -6.10 2.83 0.19
H -5.14 0.64 0.91
H -4.55 0.62 -0.76
H -3.13 -0.77 0.72
H -2.82 0.64 1.76
H 3.68 2.17 0.67
H 5.96 2.76 -0.18
H 6.91 -1.41 -0.39
H 4.63 -1.96 0.46
```

Output
SMILES string = O=S(=O)(NC[C@H](c1ccccc1)N1CCC(O)CC1)c1ccc(Cl)cc1
Frontier orbital gap = 9.41 eV
M = 394.9 g mol⁻¹

Atomic partial charges in e from the natural (NBO) method, atoms 1 to 6: -0.940 2.307 -0.940 -0.863 -0.220 -0.094



It turns out (one) is the most stable, with the second structure 27.5 kcal/mol higher.



(one)
Formula: C24H24Br2CrN5O
Source: the Open Molecules 2025 dataset
Level of theory: ωB97M-V/def2-TZVPD

```
57
C24H24Br2CrN5O | the Open Molecules 2025 dataset | ωB97M-V/def2-TZVPD
Cr 0.31 0.02 -0.07
C -1.39 0.15 3.37
C -1.78 1.29 2.48
C -2.84 2.15 2.85
C -3.15 3.22 2.08
C -2.42 3.48 0.91
C -2.62 4.59 0.05
Br -3.97 5.86 0.42
C -1.82 4.77 -1.05
C -0.81 3.86 -1.36
Br 0.28 4.14 -2.87
C -0.58 2.72 -0.59
O 0.34 1.84 -0.83
C -1.40 2.55 0.58
N -1.09 1.48 1.38
H -2.16 -0.06 4.11
H -0.46 0.36 3.89
H -1.24 -0.76 2.78
H -3.38 1.94 3.77
H -3.95 3.90 2.36
H -1.97 5.63 -1.69
N 2.70 -2.06 1.08
C 3.07 -0.74 1.13
C 4.39 -0.48 1.57
C 4.82 0.81 1.69
C 3.95 1.85 1.37
C 2.70 1.53 0.93
N 2.25 0.26 0.79
C 1.48 -2.66 0.72
C 1.45 -4.01 0.46
C 0.20 -4.53 -0.02
C -0.86 -3.74 -0.28
C -0.80 -2.28 0.03
N 0.43 -1.86 0.66
H 3.44 -2.71 1.24
H 5.03 -1.32 1.81
H 5.83 1.01 2.03
H 4.25 2.89 1.46
H 2.00 2.29 0.62
H 2.33 -4.63 0.57
H 0.11 -5.60 -0.19
H -1.80 -4.17 -0.62
H -1.63 -2.04 0.69
C -1.88 -2.28 -2.98
C -0.70 -1.45 -2.46
C 0.63 -2.17 -2.73
C -0.71 -0.11 -3.19
N -0.85 -1.18 -1.03
H -1.83 -2.34 -4.07
H -2.83 -1.81 -2.71
H -1.87 -3.30 -2.59
H 0.76 -2.30 -3.81
H 0.67 -3.14 -2.25
H 1.47 -1.56 -2.37
H -0.63 -0.26 -4.27
H 0.13 0.52 -2.87
H -1.63 0.44 -2.98
```

Output
Frontier orbital gap (alpha / beta) = 6.07 / 6.71 eV
Spin multiplicity = 4
M = 610.3 g mol⁻¹

Atomic partial charges in e from the natural (NBO) method, atoms 1 to 6: 1.355 -0.649 0.272 -0.266 -0.107 -0.125



(two)
Formula: C24H24Br2CrN5O
Source: the Open Molecules 2025 dataset
Level of theory: ωB97M-V/def2-TZVPD

```
57
C24H24Br2CrN5O | the Open Molecules 2025 dataset | ωB97M-V/def2-TZVPD
Cr -0.30 -0.36 -0.41
C 2.73 -0.45 1.41
C 1.58 -1.12 2.10
C 1.79 -1.83 3.31
C 0.73 -2.39 3.96
C -0.57 -2.26 3.44
C -1.75 -2.76 4.04
Br -1.65 -3.74 5.66
C -2.97 -2.54 3.47
C -3.08 -1.81 2.28
Br -4.79 -1.50 1.55
C -1.98 -1.29 1.62
O -2.02 -0.58 0.54
C -0.70 -1.54 2.24
N 0.38 -1.02 1.57
H 3.68 -0.82 1.80
H 2.69 0.63 1.60
H 2.68 -0.59 0.33
H 2.79 -1.90 3.70
H 0.89 -2.94 4.88
H -3.87 -2.92 3.93
N 1.60 2.11 -1.45
C 0.88 2.48 -0.35
C 1.14 3.74 0.23
C 0.40 4.15 1.30
C -0.60 3.31 1.81
C -0.78 2.10 1.21
N -0.06 1.67 0.15
C 1.48 0.94 -2.23
C 1.62 1.05 -3.58
C 1.61 -0.18 -4.33
C 1.26 -1.33 -3.76
C 0.89 -1.39 -2.30
N 1.31 -0.21 -1.54
H 2.13 2.85 -1.88
H 1.92 4.36 -0.19
H 0.59 5.12 1.75
H -1.21 3.60 2.66
H -1.54 1.41 1.55
H 1.78 2.01 -4.04
H 1.91 -0.16 -5.37
H 1.33 -2.26 -4.31
H 1.41 -2.26 -1.87
C -0.96 -3.63 -3.03
C -1.52 -2.27 -2.61
C -1.97 -1.46 -3.83
C -2.74 -2.52 -1.71
N -0.54 -1.51 -1.84
H -1.76 -4.24 -3.45
H -0.56 -4.16 -2.16
H -0.18 -3.55 -3.78
H -2.72 -2.03 -4.39
H -1.14 -1.23 -4.49
H -2.42 -0.52 -3.50
H -3.49 -3.10 -2.26
H -3.19 -1.58 -1.39
H -2.45 -3.08 -0.82
```

Output
Frontier orbital gap (alpha / beta) = 6.67 / 6.56 eV
Spin multiplicity = 4
M = 610.3 g mol⁻¹

Atomic partial charges in e from the natural (NBO) method, atoms 1 to 6: 1.311 -0.669 0.292 -0.266 -0.098 -0.138



It turns out (two) is the most stable, with the second structure 16.6 kcal/mol higher.